(1)
DFT (ωB97M-V/def2-TZVPD) results for a structure of composition C30H34CuN4.

Last column: Mulliken charge in e.
Atoms and positions in Å:
Cu  0.41  0.70  -0.57  -0.197
N  -0.34  -0.93  -1.66  -0.059
N  2.17  1.45  -0.62  0.548
N  -0.31  1.75  -2.00  0.533
N  0.47  1.16  1.47  -0.080
C  -2.16  1.04  4.74  -1.047
C  -0.85  -0.43  -2.75  0.565
C  0.89  -2.98  -1.21  0.820
C  -2.88  -2.49  -1.77  -0.548
C  4.24  2.29  -0.77  -0.890
C  -0.42  1.05  2.57  -0.209
C  -0.89  0.53  4.87  -0.622
C  -0.44  3.02  -2.39  -0.432
C  -0.90  0.96  -2.95  -0.985
C  -2.05  3.54  0.97  -1.149
C  3.84  2.42  0.55  -1.015
C  2.16  -2.20  -0.97  0.183
C  -3.59  -2.70  -3.11  -1.100
C  -1.50  -3.10  -1.68  0.584
C  2.95  -1.97  -2.26  -1.147
C  -1.74  1.50  2.41  0.848
C  -0.20  -5.12  -1.42  -1.050
C  -1.40  -4.48  -1.63  -0.631
C  -2.59  1.50  3.51  -0.575
C  -0.32  -2.34  -1.52  -0.184
C  -1.13  3.08  -3.61  -0.891
C  0.94  -4.36  -1.18  -0.574
C  3.17  1.70  -1.46  -0.430
C  1.62  1.75  1.67  0.562
C  -2.25  2.03  1.10  0.195
C  2.30  0.48  4.95  -1.104
C  0.00  0.51  3.80  0.590
C  1.32  -0.21  3.99  -0.550
C  -1.42  1.77  -3.97  -1.008
C  2.55  1.89  0.63  -0.965
H  -1.95  1.42  -4.85  0.517
H  1.09  -1.19  4.39  0.518
H  -1.75  1.53  0.27  -0.781
H  -2.84  -1.42  -1.55  0.179
H  1.84  2.19  2.64  0.731
H  -2.45  3.90  0.02  0.381
H  2.36  -1.39  -2.97  0.185
H  -0.02  3.84  -1.82  0.604
H  -3.32  1.80  1.01  0.591
H  1.93  -1.24  -0.52  -0.767
H  -1.37  3.98  -4.16  0.460
H  3.87  -1.43  -2.05  0.379
H  5.17  2.61  -1.21  0.453
H  -3.53  -3.75  -3.43  0.312
H  -0.98  3.79  1.01  0.195
H  3.09  1.47  -2.51  0.603
H  -0.57  0.11  5.82  0.450
H  -3.60  1.87  3.39  0.433
H  -2.83  1.06  5.60  0.376
H  1.88  -4.85  -0.97  0.435
H  -0.15  -6.20  -1.40  0.376
H  4.41  2.83  1.38  0.517
H  -1.21  -1.09  -3.53  0.738
H  1.80  0.77  5.87  0.312
H  -3.17  -2.09  -3.90  0.277
H  2.78  -2.75  -0.26  0.589
H  -4.65  -2.44  -3.01  0.380
H  -3.48  -2.95  -0.99  0.518
H  3.20  -2.93  -2.72  0.380
H  3.11  -0.21  5.20  0.384
H  2.74  1.37  4.51  0.274
H  -2.31  -5.07  -1.76  0.460
H  1.81  -0.37  3.02  0.186
H  -2.55  4.06  1.78  0.372

As for the expectation value of S²: 0.75. The spin multiplicity is 2. For the HOMO energy (alpha / beta), the calculation gives -0.28469 / -0.28600 Ha. The HOMO-LUMO gap (alpha / beta) is 0.2970 / 0.2474 Eh.

***

(2)
DFT (ωB97M-V/def2-TZVPD) results for an isolated molecule of C10H28SSi3.

Last column: Mulliken charge in e.
Atoms and positions in Å:
S  -0.32  2.38  -0.54  -0.155
Si  0.36  -0.34  -1.76  0.345
Si  1.36  0.40  1.13  0.367
Si  -1.72  0.06  0.64  0.339
C  1.64  -1.39  1.67  -0.960
C  -2.44  1.41  1.74  -1.351
C  2.02  -0.02  -2.58  -1.326
C  -0.10  0.63  -0.15  0.392
C  -0.75  0.18  -3.15  -1.280
C  0.02  -2.19  -1.55  -1.166
C  0.93  1.40  2.65  -1.206
C  3.07  1.05  0.61  -1.149
C  -1.51  -1.53  1.66  -1.278
C  -3.08  -0.15  -0.72  -1.224
H  -3.98  -0.25  -0.15  0.473
H  2.62  -1.80  1.54  0.398
H  0.36  2.28  2.34  0.296
H  2.35  1.01  -2.45  0.355
H  -0.94  -2.53  -1.20  0.302
H  3.78  0.69  1.39  0.333
H  0.34  0.88  3.39  0.350
H  3.35  0.66  -0.37  0.338
H  0.93  2.53  -1.00  0.119
H  -0.15  0.68  -3.93  0.391
H  -0.95  -2.29  1.21  0.432
H  0.95  -2.00  1.07  0.052
H  -1.03  -1.30  2.60  0.359
H  -2.64  1.10  2.76  0.346
H  -1.31  -0.65  -3.56  0.332
H  -2.49  -1.96  1.84  0.459
H  -1.86  2.32  1.70  0.373
H  0.23  -2.71  -2.48  0.485
H  2.73  -0.64  -2.00  0.341
H  -3.41  1.66  1.30  0.388
H  2.07  -0.30  -3.64  0.383
H  -3.07  0.80  -1.29  0.283
H  -3.04  -1.02  -1.38  0.296
H  1.31  -1.32  2.70  0.374
H  1.88  1.69  3.13  0.378
H  -1.43  0.97  -2.85  0.348
H  0.77  -2.53  -0.84  0.379
H  3.17  2.15  0.53  0.288

Its SMILES is C[Si](C)(C)C(S)([Si](C)(C)C)[Si](C)(C)C. The calculation puts the energy above the lowest of the compared OMol25 structures with the same formula, charge and spin at 0.036 eV. The spin multiplicity is 1. For the HOMO energy, the calculation gives -0.31109 Ha. The HOMO-LUMO gap is 0.3348 Eh.

***

(3)
DFT (ωB97M-V/def2-TZVPD) results for a cluster of 7 separate species, C27H47BO19P in total.

Last column: Mulliken charge in e.
Atoms and positions in Å:
P  1.86  -0.25  -1.18  0.969
O  -7.61  2.88  3.10  -0.479
O  -6.38  0.11  4.54  -0.345
O  -2.14  -7.51  5.16  -0.512
O  3.79  -2.36  -1.08  -0.562
O  -1.46  -2.16  0.80  -0.241
O  -9.17  4.50  3.18  -0.350
O  -1.67  -5.31  5.12  -0.368
O  1.65  -3.93  -3.23  -0.542
O  1.54  -3.88  -5.47  -0.337
O  -9.63  2.57  2.16  -0.333
O  8.20  5.11  -2.40  -0.337
O  -3.30  -3.42  0.94  -0.309
O  7.16  3.96  -0.79  -0.234
O  6.32  3.97  -2.87  -0.509
O  -3.79  -6.00  4.89  -0.339
O  -7.93  -1.11  5.62  -0.545
O  -7.97  -0.95  3.38  -0.374
O  3.23  -2.87  -4.42  -0.199
O  -3.11  -1.58  2.21  -0.523
C  2.23  -3.11  -6.47  -0.399
C  -6.00  0.21  3.17  -0.004
C  -2.56  -3.91  -0.19  -0.423
C  5.72  -1.10  -2.96  -0.882
C  -7.47  -0.69  4.61  0.671
C  -7.29  -0.09  2.45  0.335
C  2.22  2.52  -4.26  -1.507
C  2.09  -3.59  -4.28  0.584
C  -2.43  -4.16  4.75  0.198
C  -8.70  3.28  2.84  0.627
C  1.66  0.93  0.24  -0.775
C  4.02  1.66  0.85  0.579
C  -10.41  4.69  2.51  -0.346
C  1.25  0.65  -2.71  -0.681
C  8.42  4.37  -0.24  -0.331
C  -3.84  -4.58  5.06  -0.301
C  2.78  0.84  1.33  -0.950
C  -2.67  -2.31  1.39  0.612
C  7.15  4.31  -2.10  0.604
C  -10.87  3.28  2.25  -0.321
C  -1.19  -3.35  0.06  -0.064
C  4.07  3.11  1.39  -1.262
C  4.93  -0.22  -1.90  0.060
C  8.83  5.48  -1.17  -0.362
C  3.56  -2.85  -5.81  -0.330
C  -2.50  -6.38  5.07  0.626
C  1.96  2.06  -2.80  0.021
B  3.64  -0.99  -1.39  -0.080
H  5.61  -0.11  -1.03  0.166
H  3.96  3.15  2.48  0.416
H  8.44  6.46  -0.86  0.265
H  4.29  -3.64  -6.01  0.281
H  2.99  -0.22  1.55  0.308
H  3.92  1.75  -0.25  -0.434
H  2.76  3.48  -4.20  0.384
H  4.75  0.78  -2.33  0.154
H  -2.27  -3.97  3.68  -0.214
H  -2.12  -3.29  5.31  0.330
H  -4.57  -4.13  4.38  0.263
H  -5.23  -0.53  2.96  0.027
H  8.30  4.70  0.79  0.311
H  2.32  -3.66  -7.40  0.322
H  1.34  0.04  -3.62  0.487
H  -11.45  2.87  3.08  0.272
H  -3.01  -3.52  -1.10  0.296
H  4.00  -1.89  -6.10  0.329
H  1.24  2.74  -4.73  0.405
H  -11.11  5.25  3.13  0.298
H  3.30  -2.90  -1.72  0.357
H  -7.13  -0.60  1.50  0.304
H  0.99  -1.36  -0.94  -0.307
H  1.27  2.79  -2.34  0.328
H  -4.13  -4.35  6.08  0.270
H  2.43  1.31  2.26  0.535
H  -7.89  0.80  2.29  -0.283
H  1.59  1.98  -0.08  0.322
H  5.92  -0.44  -3.82  0.344
H  -2.58  -5.00  -0.22  0.328
H  5.11  -1.97  -3.23  0.055
H  9.11  3.53  -0.27  0.276
H  1.67  -2.19  -6.65  0.258
H  4.94  1.09  1.04  0.383
H  5.08  3.50  1.14  0.194
H  3.37  3.77  0.86  0.292
H  0.69  0.72  0.74  0.590
H  -0.57  -4.02  0.68  0.277
H  2.88  2.01  -2.20  -0.077
H  9.91  5.55  -1.29  0.311
H  0.18  0.85  -2.53  0.540
H  6.69  -1.40  -2.54  0.327
H  -0.65  -3.13  -0.86  0.066
H  -11.44  3.18  1.33  0.288
H  2.78  1.80  -4.86  0.329
H  -5.62  1.20  2.94  0.339
H  -10.23  5.25  1.58  0.260

As for the net charge: +1. The spin multiplicity is 1. For the HOMO energy, the calculation gives -0.42957 Ha. The HOMO-LUMO gap is 0.2968 Eh.

***

One value per record, in order, for E: -82262.3728 -45294.8825 -77624.0742 eV.
One value per record, in order, for max |F|: 0.5 1.9 2.9 eV/A.